[1]
Below is C22H21N2O5SiTi as an isolated structure, with properties calculated with ωB97M-V/def2-TZVPD.

As for the total charge: +1. Its spin multiplicity is 1.

Structure (XYZ):
```
52
Properties=species:S:1:pos:R:3:forces:R:3
Ti -0.342790 -0.989675 0.670306 0.0 0.1 0.1
O 4.940184 0.417583 -1.270380 0.0 0.0 0.0
C 5.458405 -0.798881 -1.310603 0.0 0.0 0.0
O 6.487632 -1.325286 -1.547755 0.0 0.0 0.0
C 4.046367 -0.832800 -0.932661 0.0 0.0 0.0
C 2.987329 -1.078761 -1.914600 0.0 0.0 0.0
C 1.719616 -1.238681 -1.530544 0.0 0.0 0.0
N 1.313605 -1.216142 -0.195008 0.1 0.0 0.0
C 2.335746 -1.043992 0.777885 0.0 0.0 0.0
C 3.621049 -0.875340 0.467809 0.0 0.0 0.0
C 1.862079 -0.998435 2.209989 0.0 0.0 -0.1
O 2.575659 -0.950570 3.155512 0.0 0.0 0.0
O 0.488104 -0.984400 2.306056 0.0 0.0 0.0
H 3.245145 -1.127053 -2.963331 0.0 0.0 0.0
H 0.929546 -1.413055 -2.249706 0.0 0.0 0.0
H 4.343559 -0.753183 1.263568 0.0 0.0 0.0
C -3.239355 -2.807864 -1.755811 0.0 0.0 0.0
Si -2.807220 -2.199980 -0.063099 0.0 0.0 0.0
C -4.163568 -2.371866 1.182095 0.0 0.0 0.0
C -1.271035 -3.219654 0.544693 0.0 0.0 0.0
N -2.059300 -0.632010 -0.051183 0.0 0.0 0.0
C -2.497445 0.685135 -0.241759 0.0 0.0 0.0
C -3.742471 1.102411 -0.687998 0.0 0.0 0.0
C -3.986492 2.461928 -0.844029 0.0 0.0 0.0
C -3.006734 3.401607 -0.558432 0.0 0.0 0.0
C -1.751567 3.003523 -0.106165 0.0 0.0 0.0
C -1.542941 1.654930 0.036974 0.0 0.0 0.0
O -0.341656 1.068654 0.494563 0.0 0.0 0.0
C 0.851867 1.840278 0.588057 0.0 0.0 0.0
C 1.302722 2.176805 1.846108 0.0 0.0 0.0
C 2.523200 2.835161 1.940687 0.0 0.0 0.0
C 3.244850 3.134781 0.794491 0.0 0.0 0.0
C 2.753469 2.790528 -0.459349 0.0 0.0 0.0
C 1.538657 2.132405 -0.573864 0.0 0.0 0.0
H -3.562980 -3.850205 -1.727191 0.0 0.0 0.0
H -2.394683 -2.728551 -2.441804 0.0 0.0 0.0
H -4.062104 -2.222122 -2.171351 0.0 0.0 0.0
H -4.534273 -3.398279 1.218247 0.0 0.0 0.0
H -5.007216 -1.729113 0.922232 0.0 0.0 0.0
H -3.830281 -2.092930 2.183142 0.0 0.0 0.0
H -1.763847 -4.187909 0.675541 0.0 0.0 0.0
H -0.823246 -3.078978 1.544198 0.0 0.0 0.0
H -0.478967 -3.420109 -0.184750 0.0 0.0 0.0
H -4.512334 0.376482 -0.918470 0.0 0.0 0.0
H -4.955521 2.789085 -1.194417 0.0 0.0 0.0
H -3.213556 4.454978 -0.683398 0.0 0.0 0.0
H -0.976463 3.721320 0.124639 0.0 0.0 0.0
H 0.728411 1.915584 2.725331 0.0 0.0 0.0
H 2.909219 3.103325 2.914412 0.0 0.0 0.0
H 4.199187 3.636628 0.876243 0.0 0.0 0.0
H 3.325038 3.019170 -1.348106 0.0 0.0 0.0
H 1.137391 1.843511 -1.537014 0.0 0.0 0.0
```
Forces are in eV/Å.

Atomic charges from the natural (NBO) analysis, expressed in e, are listed below: number 1, Ti, carries 1.75; number 2, O, carries -0.46; number 3, C, carries 0.78; number 4, O, carries -0.49; number 5, C, carries 0.05; number 6, C, carries -0.22; number 7, C, carries 0.00; number 8, N, carries -0.64; number 9, C, carries 0.02; number 10, C, carries -0.16; number 11, C, carries 0.76; number 12, O, carries -0.48; number 13, O, carries -0.72; number 14, H, carries 0.25; number 15, H, carries 0.22; number 16, H, carries 0.27; number 17, C, carries -1.13; number 18, Si, carries 1.78; number 19, C, carries -1.14; number 20, C, carries -1.18; number 21, N, carries -1.06; number 22, C, carries 0.17; number 23, C, carries -0.23; number 24, C, carries -0.19; number 25, C, carries -0.19; number 26, C, carries -0.24; number 27, C, carries 0.23; number 28, O, carries -0.52; number 29, C, carries 0.22; number 30, C, carries -0.21; number 31, C, carries -0.19; number 32, C, carries -0.19; number 33, C, carries -0.17; number 34, C, carries -0.26; number 35, H, carries 0.26; number 36, H, carries 0.25; number 37, H, carries 0.26; number 38, H, carries 0.26; number 39, H, carries 0.26; number 40, H, carries 0.26; number 41, H, carries 0.33; number 42, H, carries 0.28; number 43, H, carries 0.28; number 44, H, carries 0.22; number 45, H, carries 0.23; number 46, H, carries 0.24; number 47, H, carries 0.25; number 48, H, carries 0.24; number 49, H, carries 0.24; number 50, H, carries 0.24; number 51, H, carries 0.24; number 52, H, carries 0.24

[2]
Below is an isolated molecule of C22H21N3O4S in a non-equilibrium geometry, with properties calculated with ωB97M-V/def2-TZVPD.

Its spin multiplicity is 1.

Structure (XYZ):
```
51
Properties=species:S:1:pos:R:3:forces:R:3
C 6.369655 0.794060 -1.115849 0.1 0.0 0.0
O 5.461281 -0.283530 -1.158428 0.0 -0.2 0.1
C 4.129968 0.063303 -0.902195 -0.3 0.1 0.1
C 3.861917 0.400672 0.578203 0.7 0.0 -0.4
N 2.450042 0.630812 0.806375 -0.2 0.1 0.0
C 1.617599 -0.370118 1.191581 -0.6 -0.2 0.3
S 2.250432 -2.005504 1.306656 0.4 -0.5 -0.1
C 0.749552 -2.882174 1.843913 0.1 0.4 0.2
C -0.547801 -2.439471 1.163009 0.2 -0.6 0.1
O -1.562769 -2.335357 1.807448 -0.2 0.0 0.1
N -0.460831 -2.335402 -0.194662 0.1 -0.3 -0.5
C -1.367153 -1.541155 -0.942986 -0.2 0.2 -0.1
C -0.862543 -0.425213 -1.601482 0.0 -0.1 0.0
C -1.707877 0.443983 -2.262532 0.0 0.0 -0.1
C -3.068616 0.192431 -2.272791 0.0 0.1 0.0
C -3.560619 -0.948806 -1.667910 0.0 0.0 0.0
C -2.727799 -1.843830 -1.006503 0.1 0.0 0.0
C -3.281023 -3.101795 -0.418040 -0.1 0.0 0.1
N 0.353472 -0.244055 1.418202 0.3 0.1 0.2
C -0.186461 0.964299 1.157567 1.0 1.0 -0.4
C 0.569034 2.043134 0.720753 -0.5 -1.0 0.4
O -0.211392 3.122209 0.452271 0.3 0.5 -0.2
C -1.486873 2.731812 0.702522 -0.6 -0.9 0.3
C -2.637887 3.486040 0.534243 0.3 0.2 -0.1
C -3.840320 2.869088 0.818492 0.1 0.0 0.0
C -3.905897 1.544989 1.258952 -0.1 -0.1 0.1
C -2.767095 0.791018 1.436443 0.1 0.1 0.0
C -1.546268 1.395973 1.153986 -0.1 0.6 -0.1
C 1.985533 1.949595 0.528554 -0.3 0.2 0.0
O 2.766775 2.801141 0.165041 0.1 0.2 -0.1
H 6.012993 1.634672 -1.720748 0.0 0.0 0.0
H 7.303589 0.418196 -1.529140 0.0 0.1 0.0
H 6.545116 1.141655 -0.092799 0.0 0.0 0.0
H 3.822626 0.920979 -1.518991 0.0 -0.1 0.1
H 3.543059 -0.815840 -1.184924 -0.1 0.1 0.0
H 4.380333 1.326054 0.841516 -0.1 -0.2 0.1
H 4.209248 -0.417520 1.212535 0.0 0.1 0.0
H 0.948220 -3.934380 1.633379 0.0 0.0 0.0
H 0.632148 -2.741498 2.917870 -0.1 0.0 -0.1
H 0.481693 -2.341890 -0.567005 -0.1 0.0 0.2
H 0.202997 -0.233677 -1.582678 0.1 0.0 0.1
H -1.306397 1.316131 -2.755936 0.0 0.1 0.0
H -3.741817 0.875211 -2.768381 -0.1 0.1 -0.1
H -4.619125 -1.160187 -1.711858 -0.1 0.0 0.0
H -4.276116 -3.299657 -0.807821 0.0 0.0 -0.1
H -3.335733 -3.019883 0.666095 0.0 -0.1 0.0
H -2.631176 -3.944252 -0.649336 0.0 -0.1 0.0
H -2.585233 4.506161 0.190176 0.0 0.1 0.0
H -4.756825 3.426104 0.693634 -0.1 0.1 0.0
H -4.871963 1.108808 1.462035 -0.1 0.0 0.0
H -2.793650 -0.233340 1.771526 0.0 -0.1 0.0
```
Forces are in eV/Å.

Atomic charges from the natural (NBO) analysis, expressed in e, are listed below: number 1, C, carries -0.25; number 2, O, carries -0.53; number 3, C, carries -0.07; number 4, C, carries -0.26; number 5, N, carries -0.43; number 6, C, carries 0.33; number 7, S, carries 0.25; number 8, C, carries -0.61; number 9, C, carries 0.73; number 10, O, carries -0.62; number 11, N, carries -0.66; number 12, C, carries 0.20; number 13, C, carries -0.25; number 14, C, carries -0.21; number 15, C, carries -0.21; number 16, C, carries -0.19; number 17, C, carries -0.04; number 18, C, carries -0.64; number 19, N, carries -0.52; number 20, C, carries 0.15; number 21, C, carries 0.12; number 22, O, carries -0.39; number 23, C, carries 0.30; number 24, C, carries -0.26; number 25, C, carries -0.18; number 26, C, carries -0.23; number 27, C, carries -0.18; number 28, C, carries -0.08; number 29, C, carries 0.61; number 30, O, carries -0.60; number 31, H, carries 0.17; number 32, H, carries 0.20; number 33, H, carries 0.17; number 34, H, carries 0.18; number 35, H, carries 0.19; number 36, H, carries 0.25; number 37, H, carries 0.22; number 38, H, carries 0.25; number 39, H, carries 0.26; number 40, H, carries 0.39; number 41, H, carries 0.20; number 42, H, carries 0.22; number 43, H, carries 0.22; number 44, H, carries 0.21; number 45, H, carries 0.21; number 46, H, carries 0.25; number 47, H, carries 0.22; number 48, H, carries 0.23; number 49, H, carries 0.22; number 50, H, carries 0.22; number 51, H, carries 0.25

Energy, record by record: -67361.14300 -46651.15260 eV
HOMO, record by record: -0.432 -0.308 Ha
Energy above the lowest of the compared OMol25 structures with the same formula, charge and spin, record by record: 0.0 14.2 kcal per mole